1.
One molecule with the formula C4H4O2, computed with ωB97M-V/def2-TZVPD.

Output
Highest occupied orbital energy: -9.8776 eV
SMILES string: COC#CC=O
Gap between HOMO and LUMO: 0.3881 hartree
Charge: 0

CARTESIAN COORDINATES (ANGSTROEM)
C (0.018, -1.797, 0.742)
O (-0.214, -1.610, -0.677)
C (-0.250, -0.348, -0.948)
C (-0.249, 0.858, -1.039)
C (0.177, 2.215, -0.800)
O (0.360, 2.617, 0.329)
H (0.111, -2.869, 0.902)
H (0.939, -1.278, 1.026)
H (-0.829, -1.384, 1.296)
H (0.375, 2.853, -1.677)

2.
One molecule with the formula C4H4O2, computed with ωB97M-V/def2-TZVPD.

Output
Highest occupied orbital energy: -9.5942 eV
SMILES string: O=C1CCC1=O
Gap between HOMO and LUMO: 0.3353 hartree
Charge: 0

CARTESIAN COORDINATES (ANGSTROEM)
O (1.695, 1.659, 0.006)
C (0.911, 0.783, -0.033)
C (-0.618, 0.799, 0.140)
C (-0.585, -0.726, 0.001)
C (0.935, -0.805, -0.019)
O (1.725, -1.690, 0.068)
H (-1.308, 1.301, 0.856)
H (-0.794, 1.212, -0.810)
H (-0.768, -1.206, -0.955)
H (-1.195, -1.327, 0.746)

3.
One molecule with the formula C4H4O2, computed with ωB97M-V/def2-TZVPD.

Output
Highest occupied orbital energy: -9.7433 eV
SMILES string: C=C(C=O)C=O
Gap between HOMO and LUMO: 0.3222 hartree
Charge: 0

CARTESIAN COORDINATES (ANGSTROEM)
C (-0.214, -1.371, -0.465)
C (0.052, -0.106, -0.174)
C (0.630, 0.232, 1.106)
O (1.167, -0.696, 1.745)
C (-0.363, 1.038, -0.778)
O (-0.237, 2.159, -0.381)
H (-0.853, -1.590, -1.328)
H (0.400, -1.949, 0.215)
H (0.556, 1.240, 1.732)
H (-1.138, 1.042, -1.671)

4.
One molecule with the formula C4H4O2, computed with ωB97M-V/def2-TZVPD.

Output
Highest occupied orbital energy (alpha / beta): -8.2067 / -8.2045 eV
Gap between HOMO and LUMO (alpha / beta): 0.2853 / 0.2852 hartree
Charge: 0

CARTESIAN COORDINATES (ANGSTROEM)
O (2.624, -0.365, 0.164)
C (2.009, 0.087, -0.759)
O (0.670, 0.363, -0.760)
C (0.001, 0.156, 0.413)
C (-1.374, 0.141, 0.456)
C (-2.579, 0.534, 0.165)
H (2.416, 0.355, -1.740)
H (-1.036, -0.943, 0.813)
H (0.620, -0.111, 1.258)
H (-3.350, -0.216, -0.009)

Most stable: 2 (next structure +78.5 kJ/mol)

1.
One molecule with the formula C4H4O2, computed with ωB97M-V/def2-TZVPD.

Output
Highest occupied orbital energy: -9.8818 eV
SMILES string: O=C1C=CCO1
Gap between HOMO and LUMO: 0.3881 hartree
Charge: 0

CARTESIAN COORDINATES (ANGSTROEM)
O (2.496, -0.112, -0.130)
C (1.335, -0.211, -0.060)
C (0.468, 1.048, 0.022)
C (-0.773, 0.572, -0.178)
C (-0.787, -0.824, -0.081)
O (0.649, -1.231, 0.025)
H (0.927, 1.909, 0.343)
H (-1.757, 1.218, -0.232)
H (-1.379, -1.449, -0.654)
H (-1.179, -0.921, 0.944)

2.
One molecule with the formula C4H4O2, computed with ωB97M-V/def2-TZVPD.

Output
Highest occupied orbital energy: -9.2641 eV
SMILES string: C[C@]12O[C@H]1C2=O
Gap between HOMO and LUMO: 0.3504 hartree
Charge: 0

CARTESIAN COORDINATES (ANGSTROEM)
C (0.453, -0.408, -0.416)
C (-0.798, 0.290, -0.491)
O (-0.878, 1.555, -1.121)
C (-1.667, 1.532, 0.079)
C (-2.119, 0.170, -0.009)
O (-2.998, -0.724, 0.705)
H (0.997, -0.221, 0.526)
H (1.210, -0.291, -1.276)
H (0.394, -1.456, -0.448)
H (-1.369, 2.098, 0.854)

3.
One molecule with the formula C4H4O2, computed with ωB97M-V/def2-TZVPD.

Output
Highest occupied orbital energy: -10.6817 eV
SMILES string: C#CC(=O)CO
Gap between HOMO and LUMO: 0.3916 hartree
Charge: 0

CARTESIAN COORDINATES (ANGSTROEM)
C (-1.042, -1.089, -2.130)
C (-0.730, -0.557, -1.095)
C (-0.475, 0.069, 0.196)
O (-1.393, 0.386, 0.926)
C (0.957, 0.359, 0.611)
O (1.012, 0.711, 1.958)
H (-1.363, -1.557, -3.036)
H (1.591, -0.517, 0.428)
H (1.323, 1.169, -0.046)
H (0.121, 1.025, 2.187)

4.
One molecule with the formula C4H4O2, computed with ωB97M-V/def2-TZVPD.

Output
Highest occupied orbital energy: -8.6015 eV
SMILES string: C=COC=C=O
Gap between HOMO and LUMO: 0.3375 hartree
Charge: 0

CARTESIAN COORDINATES (ANGSTROEM)
C (-1.410, -0.644, -0.034)
C (-0.160, -1.021, 0.185)
O (0.829, -0.763, -0.748)
C (1.349, 0.492, -0.451)
C (0.615, 1.413, 0.159)
O (0.030, 2.241, 0.744)
H (-1.695, -0.207, -0.988)
H (-2.157, -0.735, 0.745)
H (0.217, -1.434, 1.122)
H (2.365, 0.697, -0.753)

Most stable: 1 (next structure +61.0 kJ/mol)

1.
C4H4O2 as an isolated structure, computed with ωB97M-V/def2-TZVPD.

Output
Highest occupied orbital energy: -10.0840 eV
Gap between HOMO and LUMO: 0.3665 hartree
Charge: 0

CARTESIAN COORDINATES (ANGSTROEM)
O (-1.667, -0.144, 1.313)
C (-1.149, 0.207, 0.104)
C (-0.544, -0.890, -0.760)
C (0.415, -0.078, -0.346)
C (1.836, 0.020, 0.018)
O (2.294, 0.784, 0.831)
H (-1.554, -1.103, 1.404)
H (-0.100, 0.956, 0.308)
H (-1.703, 1.004, -0.390)
H (2.449, -0.708, -0.545)

2.
One molecule with the formula C4H4O2, computed with ωB97M-V/def2-TZVPD.

Output
Highest occupied orbital energy (alpha / beta): -8.2415 / -8.2607 eV
Gap between HOMO and LUMO (alpha / beta): 0.2928 / 0.2896 hartree
Charge: 0

CARTESIAN COORDINATES (ANGSTROEM)
C (-0.723, -0.456, 0.402)
C (-1.512, 0.557, -0.102)
C (0.861, 0.051, -0.804)
C (0.765, -0.023, 0.656)
O (-1.017, -1.632, 0.310)
O (-2.270, 1.447, 0.030)
H (0.971, -0.776, -1.432)
H (0.758, 0.922, -1.285)
H (0.929, 0.891, 1.290)
H (1.237, -0.982, 0.934)

3.
A 2-piece molecular cluster, C4H4O2 overall, computed with ωB97M-V/def2-TZVPD.

Output
Highest occupied orbital energy (alpha / beta): -8.8917 / -8.1667 eV
Gap between HOMO and LUMO (alpha / beta): 0.3208 / 0.2677 hartree
Charge: 0

CARTESIAN COORDINATES (ANGSTROEM)
C (-1.627, -1.986, 1.078)
C (-0.757, -2.707, 0.537)
C (0.615, -0.255, -0.826)
C (0.268, 1.035, -0.246)
O (-2.370, -1.193, 1.550)
O (0.342, -1.399, -0.669)
H (-0.304, -3.615, 0.267)
H (-0.369, 0.922, 0.633)
H (-0.251, 1.606, -1.014)
H (1.178, 1.578, 0.013)

4.
One molecule with the formula C4H4O2, computed with ωB97M-V/def2-TZVPD.

Output
Highest occupied orbital energy: -10.5684 eV
SMILES string: C#CC(=O)CO
Gap between HOMO and LUMO: 0.3874 hartree
Charge: 0

CARTESIAN COORDINATES (ANGSTROEM)
C (2.574, 0.539, 0.528)
C (1.447, 0.248, 0.208)
C (0.154, -0.351, -0.115)
O (0.082, -1.558, -0.235)
C (-1.106, 0.481, -0.339)
O (-2.244, -0.289, -0.085)
H (3.583, 0.754, 0.815)
H (-1.143, 1.371, 0.295)
H (-1.072, 0.824, -1.389)
H (-2.056, -1.176, -0.430)

Most stable: 4 (next structure +157.4 kJ/mol)

1.
One molecule with the formula C4H4O2, computed with ωB97M-V/def2-TZVPD.

Output
Highest occupied orbital energy (alpha / beta): -8.1131 / -8.8751 eV
Gap between HOMO and LUMO (alpha / beta): 0.2684 / 0.2812 hartree
Charge: 0

CARTESIAN COORDINATES (ANGSTROEM)
O (1.735, -0.207, -0.343)
C (0.456, -0.004, -0.041)
C (0.178, 1.179, 0.790)
O (1.069, 1.963, 1.057)
C (-0.624, -0.811, -0.342)
C (-1.366, -1.708, -1.012)
H (2.223, 0.464, 0.181)
H (-1.051, -0.759, 0.692)
H (-0.884, 1.366, 1.038)
H (-1.736, -1.483, -2.021)

2.
One molecule with the formula C4H4O2, computed with ωB97M-V/def2-TZVPD.

Output
Highest occupied orbital energy: -10.6104 eV
Gap between HOMO and LUMO: 0.3693 hartree
Charge: 0

CARTESIAN COORDINATES (ANGSTROEM)
O (0.934, -1.848, 0.709)
C (1.530, -0.862, 0.344)
O (0.969, 0.344, 0.096)
C (-0.466, 0.310, 0.337)
C (-0.716, 1.775, -1.435)
C (-1.252, 0.704, -0.894)
H (2.622, -0.803, 0.160)
H (-0.838, -0.687, 0.530)
H (-0.612, 0.934, 1.219)
H (-2.170, 0.133, -1.066)

Most stable: 2 (next structure +78.7 kJ/mol)